A structure of composition C24H22N6O2Os, computed with the ωB97M-V functional and the def2-TZVPD basis.

Element x y z (Å)
Os 0.637 0.172 0.073
O -0.750 1.411 -0.390
C -1.896 1.746 0.223
C -2.710 2.692 -0.383
C -3.896 3.063 0.225
C -4.299 2.505 1.443
C -3.502 1.569 2.047
C -2.283 1.162 1.454
C -1.519 0.186 2.133
N -0.376 -0.318 1.722
N 0.200 -1.262 2.559
C 1.323 -1.678 2.062
O 1.757 -1.177 0.895
C 2.144 -2.685 2.719
C 3.383 -3.035 2.180
C 4.160 -3.989 2.811
C 3.704 -4.595 3.974
C 2.470 -4.249 4.513
C 1.687 -3.295 3.892
H -2.401 3.124 -1.324
H -4.524 3.802 -0.256
H -5.229 2.810 1.901
H -3.795 1.123 2.989
H -1.879 -0.205 3.080
H 3.735 -2.556 1.276
H 5.122 -4.262 2.399
H 4.313 -5.342 4.465
H 2.121 -4.726 5.419
H 0.725 -3.020 4.301
N 1.891 2.921 -1.279
C 2.091 3.079 0.101
C 2.446 4.330 0.603
C 2.665 4.451 1.958
C 2.541 3.334 2.781
C 2.173 2.143 2.206
N 1.934 2.021 0.886
C 2.232 1.804 -2.023
C 2.877 1.980 -3.251
C 3.277 0.883 -3.973
C 3.056 -0.396 -3.457
C 2.393 -0.506 -2.270
N 1.938 0.570 -1.573
H 1.999 3.783 -1.793
H 2.566 5.175 -0.061
H 2.948 5.408 2.374
H 2.723 3.392 3.844
H 2.046 1.244 2.797
H 3.085 2.982 -3.600
H 3.788 1.014 -4.917
H 3.396 -1.282 -3.972
H 2.195 -1.468 -1.817
N -0.571 -1.529 -1.447
H -0.915 -1.093 -2.298
H -1.383 -1.871 -0.940
H -0.050 -2.355 -1.731

Calculated values
Total energy (eV): -40733.561
HOMO-LUMO gap (spin up / spin down) (Ha): 0.2740 / 0.2005
Molar mass (g mol⁻¹): 616.710
ΔE to the lowest compared entry with this formula, charge and spin (kcal/mol): 0.0
2S+1: 5
Total charge: +2